A molecular structure, C31H33Br2Cl2N7S3Ta at a distorted geometry, computed with the ωB97M-V functional and the def2-TZVPD basis.

Kohn-Sham gap ... 5.735 eV
ΔE to the lowest compared entry with this formula, charge and spin ... 39.4 kJ/mol
LUMO ... -4.11 eV
HOMO level ... -0.3619 Eh

ORCA input file:
```
! RIJCOSX wB97M-V def2-TZVPD def2/J DEFGRID3
* xyz 1 1
C -3.41 0.97 -2.44
H 2.94 0.46 4.26
H 2.07 5.16 -2.41
C -2.82 -2.03 2.67
N -3.37 1.27 -1.00
C -1.48 -3.70 1.84
C -4.13 -0.06 3.50
H 1.30 0.06 4.80
Br -3.80 -5.46 4.75
C 6.51 1.54 -2.78
N 3.21 -1.04 -2.86
C 5.37 1.83 -2.04
C 1.26 4.38 -0.59
C 0.66 3.30 0.02
Cl 0.34 0.72 -3.00
C 1.54 0.10 2.63
C 5.47 -0.47 -3.59
C -2.02 -4.65 2.69
N 2.58 -1.23 -1.66
H -1.67 -5.67 2.67
H -0.69 -3.98 1.15
C -3.15 -0.59 2.67
C 1.30 3.18 -2.66
C -3.55 2.12 2.73
C 0.37 2.11 -0.67
N -2.43 0.20 1.85
H -4.76 -0.70 -2.23
H -2.39 -2.59 -0.56
H 3.40 1.19 -1.49
C 2.06 -0.16 4.04
C 2.65 -0.14 1.61
C -2.63 1.53 1.90
S 1.28 -2.55 -3.40
S 3.04 -1.47 -5.55
H -2.42 1.16 -2.84
H 7.45 0.15 -4.12
H 5.51 -1.37 -4.18
N -2.59 -1.61 -0.76
S 0.53 -2.44 -0.45
H 2.96 -1.18 1.61
C 4.34 -0.16 -2.85
H 5.34 2.73 -1.43
C 1.59 4.32 -1.93
H -3.48 -1.41 -0.32
N -0.18 0.98 -0.08
H 2.36 -1.21 4.16
Ta -0.83 -0.60 0.46
C 0.69 2.11 -2.04
H 1.25 1.15 2.57
C 4.28 0.98 -2.07
H 1.46 5.27 0.00
H 1.55 3.11 -3.71
H -4.73 -0.70 4.13
Cl 0.23 3.47 1.70
H -2.96 2.18 -0.86
C 1.56 -1.98 -1.79
C 0.30 -0.76 2.37
C 2.64 -1.61 -3.97
H 0.62 -1.81 2.44
C -3.01 -4.24 3.56
H -4.32 1.33 -0.64
H 3.52 0.47 1.84
H -4.18 -2.60 4.25
H -0.38 -0.63 3.22
C -4.33 1.31 3.52
H -3.09 -2.49 -2.61
H -2.00 2.12 1.25
N -1.86 -2.43 1.82
C 6.56 0.39 -3.55
C -3.42 -2.92 3.56
Br -5.65 2.04 4.63
C -2.76 -1.51 -2.25
H -3.66 3.20 2.73
C -3.78 -0.48 -2.69
H 7.36 2.21 -2.75
H -1.78 -1.31 -2.69
H 2.33 0.10 0.59
H -3.93 -0.62 -3.76
H -4.11 1.62 -2.98
*
```

A molecular structure, C31H33Cl5HfN4OP at a distorted geometry, computed with the ωB97M-V functional and the def2-TZVPD basis.

Kohn-Sham gap ... 6.819 eV
ΔE to the lowest compared entry with this formula, charge and spin ... 7.2 kJ/mol
LUMO ... 2.36 eV
HOMO level ... -0.1639 Eh

ORCA input file:
```
! RIJCOSX wB97M-V def2-TZVPD def2/J DEFGRID3
* xyz -1 1
H 0.96 -3.53 -0.59
C -2.23 3.99 -1.16
H 2.54 3.61 -2.39
H -5.79 2.79 2.66
C 3.04 2.86 -1.78
H 3.03 -2.01 -0.93
H 0.51 -3.48 -2.29
N -0.78 1.67 2.25
H 4.07 0.38 2.50
C 2.47 -1.67 -1.80
H -1.78 3.68 3.91
Cl -3.84 -2.66 -2.15
C 2.90 1.04 -0.19
H -2.91 1.09 -2.91
C -2.54 -2.30 0.16
H -4.20 4.14 4.03
H -2.69 4.71 -1.85
Cl -1.27 -1.67 2.43
H -3.63 2.70 -3.17
H -0.61 2.05 -3.51
H -0.64 -2.94 -1.07
C -1.87 2.67 -1.86
C -3.83 3.35 3.39
N 0.69 -0.76 -0.24
C 2.29 2.03 -0.96
H -0.80 -0.82 -2.49
H 0.03 3.41 -2.59
H 4.79 0.14 0.34
C -4.73 2.60 2.63
H -1.33 4.44 -0.73
H -1.30 3.67 -3.73
C -2.48 3.10 3.33
C -1.92 -4.18 1.61
C -2.49 -5.09 0.73
H 4.78 -3.56 4.01
C 4.29 0.92 -0.23
H 2.60 -2.40 -2.60
H 2.88 -0.72 -2.14
C -3.10 -4.62 -0.43
Hf -1.10 0.46 0.38
H 0.48 -1.39 -3.59
H 6.12 1.65 -1.07
N -2.91 1.34 1.74
H 5.35 -1.15 3.93
P 1.71 0.02 0.78
C -3.15 2.04 -2.44
C 4.42 2.73 -1.82
C 0.97 -1.53 -1.47
H 2.89 -4.41 2.64
H -4.85 1.00 1.19
C -4.21 1.61 1.82
C 3.82 -0.68 2.51
Cl -1.15 -4.73 3.05
H -0.03 2.20 2.67
C 4.54 -1.54 3.32
C 2.78 -1.15 1.71
C -3.13 -3.26 -0.70
Cl -2.43 -6.78 1.07
H 1.61 -2.86 1.20
O -2.52 -1.05 -0.14
N -1.25 1.79 -0.93
H 0.62 0.18 -2.75
C 4.22 -2.89 3.37
Cl -3.82 -5.73 -1.53
C 2.45 -2.50 1.78
H -2.92 3.79 -0.34
C 5.04 1.76 -1.04
C 3.17 -3.36 2.60
C 0.28 -0.85 -2.66
H 5.01 3.38 -2.45
C -0.88 2.97 -3.00
C -1.96 -2.82 1.35
C 0.42 -2.96 -1.34
H 1.20 2.12 -0.93
H -3.84 1.85 -1.61
C -2.02 2.07 2.48
*
```

A molecular structure, C31H33ClGaN6OS, computed with the ωB97M-V functional and the def2-TZVPD basis.

Kohn-Sham gap ... 5.997 eV
ΔE to the lowest compared entry with this formula, charge and spin ... 58.8 kJ/mol
LUMO ... -3.57 eV
HOMO level ... -0.3515 Eh

ORCA input file:
```
! RIJCOSX wB97M-V def2-TZVPD def2/J DEFGRID3
* xyz 1 1
C -4.47 -1.25 1.76
C -3.87 -1.57 -1.60
H 1.36 -1.38 0.68
H 4.90 -3.73 0.22
C -1.67 -1.64 -2.83
C -3.38 -0.52 0.91
H 6.10 -1.66 -0.42
H -1.75 -1.94 0.53
C -2.64 -2.30 -2.09
C 3.80 5.54 -0.03
H -3.31 -0.89 3.59
C -0.57 -2.32 -3.34
H -6.03 0.21 1.25
C -5.88 -0.87 1.29
H 0.18 -1.78 -3.92
C 1.46 5.84 0.37
H 7.81 2.54 -1.25
H -4.64 0.23 3.35
H -6.11 -1.29 0.31
C 3.57 4.18 -0.14
H -4.06 1.28 1.33
C 2.73 6.38 0.23
C -3.73 -0.39 -0.60
C 4.36 -0.42 -0.18
H 0.61 6.47 0.58
H -4.98 -1.42 3.86
N 0.62 1.25 0.70
O -3.21 0.83 1.36
H -3.25 -4.21 -1.30
C 5.00 0.88 -0.44
H 2.89 7.45 0.33
C -0.32 0.43 0.22
C -2.00 -1.15 1.23
C 6.79 2.37 -0.95
Ga 2.16 1.59 -0.64
C 6.32 1.07 -0.81
C 3.04 -2.70 0.53
C 4.38 -2.78 0.20
H -3.42 -3.15 2.13
C 1.31 4.48 0.22
H -4.31 -1.12 -2.49
C 4.63 3.17 -0.37
H 6.96 0.23 -1.01
C -4.34 -2.78 1.69
H 0.34 4.00 0.29
C -2.49 -3.67 -1.86
N 4.19 1.92 -0.26
H -2.00 -1.54 2.24
H -4.59 -2.29 -1.22
H 4.80 5.94 -0.14
N -0.95 -0.14 1.23
N 2.34 3.67 -0.01
H -4.40 -3.15 0.67
C -1.41 -4.36 -2.38
H -6.61 -1.27 2.00
H -5.17 -3.23 2.24
H 1.12 1.67 2.75
H 6.31 4.45 -0.79
H 2.48 -3.57 0.83
C 2.42 -1.47 0.45
C 5.05 -1.63 -0.17
H -0.52 0.26 -0.83
N 3.05 -0.35 0.12
N -0.42 0.29 2.40
C 0.51 1.13 2.05
C -4.34 -0.81 3.23
Cl 0.84 -4.56 -3.85
H -1.32 -5.43 -2.23
H -3.01 0.32 -1.01
H -1.78 -0.59 -3.07
H -4.70 0.12 -0.62
C -0.46 -3.68 -3.13
S 1.71 1.35 -2.67
C 5.95 3.44 -0.70
*
```

A molecular structure, C31H33ClN2O2Si2Sm at a distorted geometry, computed with the ωB97M-V functional and the def2-TZVPD basis.

Kohn-Sham gap (alpha / beta) ... 6.501 / 6.598 eV
ΔE to the lowest compared entry with this formula, charge and spin ... 0.0 kJ/mol
LUMO (alpha / beta) ... -3.14 / -2.89 eV
HOMO level (alpha / beta) ... -0.3543 / -0.3485 Eh

ORCA input file:
```
! RIJCOSX wB97M-V def2-TZVPD def2/J DEFGRID3
* xyz 1 6
C -0.12 -3.14 3.31
C 2.49 -3.27 -3.71
H -0.70 2.96 4.39
H 4.70 0.11 0.24
C -0.80 -5.15 -3.15
H -0.22 6.53 1.88
C 0.06 -0.75 3.04
H 3.08 -0.45 -6.31
H 4.56 -3.83 -4.08
C 2.78 2.48 -1.34
C 3.99 -2.06 -5.19
H -4.29 6.77 2.04
H -0.93 -4.26 1.63
C -0.42 -6.69 -1.30
H -1.21 -2.24 0.19
H 1.33 2.50 2.58
H -1.22 -7.28 -3.23
C 0.19 -1.87 3.85
Si -0.27 0.67 0.69
C -0.36 -0.90 1.68
H -5.37 6.22 0.72
H 0.22 -1.43 -1.76
O -5.34 4.97 2.46
C 0.67 3.36 2.60
H -2.80 1.78 3.66
H 0.51 -1.75 4.88
C -0.91 4.93 3.28
C 3.93 1.81 -0.87
H 2.86 3.38 -1.95
H 0.63 -3.56 -0.50
H 2.32 -4.13 -3.07
C -5.26 6.31 1.82
N -3.09 2.22 2.78
H -0.46 -7.70 -0.88
H 0.04 -4.02 3.92
N -4.23 3.10 3.02
Cl -1.77 0.71 -0.78
H 4.98 -1.91 -5.61
H -1.39 -1.72 -3.51
H 0.45 -5.81 0.48
C -0.32 -4.07 -2.38
C 2.54 0.17 0.26
H -1.11 -5.00 -4.18
C 1.68 -1.36 -4.92
H -3.37 1.41 2.20
O -3.27 4.62 1.61
C -0.85 -6.45 -2.62
H 1.51 4.66 0.95
C 3.81 0.65 -0.10
C 1.52 2.00 -0.99
C 1.38 0.89 -0.11
C 0.78 4.52 1.76
C -0.42 3.60 3.53
H -5.05 2.85 3.56
C 3.75 -3.11 -4.30
Sm -1.39 3.42 1.30
C -4.26 4.25 2.32
H 4.92 2.20 -1.11
C 0.17 -4.36 -1.09
Si -0.12 -2.28 -2.90
H -6.05 6.84 2.32
H 2.43 -0.77 0.82
C -0.18 5.48 2.20
H -1.54 5.51 3.96
C 0.10 -5.64 -0.54
H 0.63 2.49 -1.39
C -0.78 -2.14 1.20
H 0.30 0.25 3.43
C 1.46 -2.33 -3.92
C 2.93 -1.22 -5.54
H 0.85 -0.72 -5.22
C -0.63 -3.28 2.01
*
```

A molecular structure, C31H33FeN2O4 at a distorted geometry, computed with the ωB97M-V functional and the def2-TZVPD basis.

Kohn-Sham gap (alpha / beta) ... 7.221 / 4.121 eV
ΔE to the lowest compared entry with this formula, charge and spin ... 0.0 kJ/mol
LUMO (alpha / beta) ... -2.13 / -6.04 eV
HOMO level (alpha / beta) ... -0.3437 / -0.3734 Eh

ORCA input file:
```
! RIJCOSX wB97M-V def2-TZVPD def2/J DEFGRID3
* xyz 1 5
C -1.05 3.20 1.83
H -0.04 1.38 2.34
O -2.63 4.70 0.60
C 0.04 2.58 -0.66
H 5.15 2.36 1.60
H 4.95 -1.19 -2.83
H 0.31 0.54 -0.01
H 0.81 -0.33 2.35
H -3.21 4.52 2.64
C 4.15 -1.72 -2.30
N 1.64 -2.02 -0.85
H -5.93 -3.09 -3.20
H -1.88 0.21 -1.12
C -2.53 -4.18 -0.63
C -4.45 -3.04 -1.63
H -1.50 -6.06 -0.78
H 0.61 2.50 -1.59
H -1.49 3.38 2.82
H -4.14 5.65 1.57
C 2.67 -1.22 -0.32
O -0.02 7.39 2.25
C 1.36 4.33 2.65
H -2.73 -5.97 0.48
H -1.64 1.16 1.64
H -6.43 -2.19 -1.76
H 2.69 -3.78 -1.55
H -0.70 4.58 -1.24
C 4.82 -0.21 -0.39
H 4.49 -2.75 -2.16
H -6.38 -3.98 -1.72
O 2.14 4.36 3.52
C 5.57 1.36 1.42
H -0.31 -0.94 -1.16
N -0.38 -3.01 -0.65
H 6.41 1.46 0.73
C -1.50 -0.68 -1.64
C -1.94 -5.40 -0.02
C -1.51 3.94 0.68
H 3.15 0.64 2.49
H -4.35 3.88 1.39
C 2.41 -0.68 0.96
C 1.75 -3.35 -1.24
C -5.88 -3.08 -2.10
H 5.93 0.98 2.38
C 0.54 -3.94 -1.14
C -2.34 -1.85 -1.40
C -0.09 1.52 0.19
H 0.29 -1.39 0.70
H -4.44 -5.10 -0.96
H 1.32 -2.03 2.22
C 4.56 0.44 0.82
C 0.30 -1.78 -0.46
C -0.58 3.87 -0.42
C -3.69 -1.88 -1.78
H -4.13 -0.99 -2.22
C 1.68 5.23 0.33
O 2.68 5.70 -0.03
H -1.39 -0.43 -2.70
C 3.36 0.19 1.51
C 3.88 -1.04 -1.00
H 5.78 -0.04 -0.88
C 1.19 -1.09 1.66
C -3.64 4.68 1.64
H -1.17 -5.18 0.74
H 0.26 -4.94 -1.42
C -1.77 -3.02 -0.84
H 3.27 -1.73 -2.96
C -0.70 1.75 1.54
Fe 0.33 4.70 1.30
C -3.86 -4.18 -1.06
C -0.08 6.30 1.84
*
```

A molecular structure, C31H33I2N16O3PS2Ti at a distorted geometry, computed with the ωB97M-V functional and the def2-TZVPD basis.

Kohn-Sham gap ... 5.884 eV
ΔE to the lowest compared entry with this formula, charge and spin ... 0.0 kJ/mol
LUMO ... -1.75 eV
HOMO level ... -0.2804 Eh

ORCA input file:
```
! RIJCOSX wB97M-V def2-TZVPD def2/J DEFGRID3
* xyz 0 1
O 10.51 13.71 11.92
H 10.04 15.97 6.00
C 6.13 18.22 13.60
N 7.47 12.04 15.02
N 11.35 12.27 17.04
N 11.36 12.32 13.92
H 9.25 19.27 14.11
C 11.18 11.20 14.92
C 10.18 15.56 6.97
P 8.54 16.28 13.12
H 5.56 17.44 14.14
I 11.95 17.79 16.26
N 11.23 12.32 10.25
H 15.25 13.52 13.97
H 12.64 14.63 9.15
C 11.47 15.44 7.49
C 13.06 16.10 15.72
C 12.43 15.05 14.96
C 13.41 12.64 18.11
H 6.81 11.35 15.39
C 14.45 16.14 15.97
N 8.08 12.60 11.61
H 13.46 12.02 13.86
H 7.10 16.19 11.08
I 17.28 15.41 15.78
N 9.00 13.78 15.68
H 10.37 17.80 12.59
N 6.60 11.57 12.85
H 5.52 19.13 13.51
Ti 10.00 13.99 13.80
C 14.66 14.20 14.57
H 12.69 8.63 8.53
C 7.93 17.13 14.71
N 6.99 11.83 11.63
N 7.38 18.44 14.34
H 12.83 13.15 12.66
H 13.94 13.03 18.97
H 7.87 20.30 13.49
C 10.53 14.38 9.51
C 14.08 11.86 17.20
N 8.41 12.85 12.95
H 7.46 18.28 10.51
N 11.35 11.40 11.14
H 11.24 7.00 10.71
H 12.36 15.81 6.96
C 9.38 17.65 12.18
C 9.22 14.57 8.94
N 6.32 17.75 12.22
C 13.26 14.02 14.51
O 8.15 14.38 9.70
C 12.79 12.84 13.72
C 11.79 8.28 9.06
H 11.28 7.62 8.34
C 11.64 14.82 8.75
C 12.06 12.75 18.08
H 7.22 16.50 15.24
H 10.13 11.23 15.22
C 9.07 15.22 7.72
H 11.10 11.90 12.99
H 15.16 11.76 17.19
C 6.88 16.40 12.15
C 7.47 12.15 13.63
C 13.33 11.17 16.28
C 11.35 10.13 10.72
H 9.50 17.44 11.15
N 8.57 18.88 12.19
H 8.17 13.65 10.43
N 8.44 14.00 17.76
C 7.28 18.65 11.51
O 11.14 15.20 14.60
H 13.74 10.30 15.76
N 9.18 14.50 16.85
H 11.50 13.29 18.85
H 8.84 17.15 15.37
C 11.98 11.52 16.14
C 8.30 19.28 13.57
N 7.67 12.95 17.27
H 11.41 10.26 14.44
S 12.19 8.95 11.63
S 10.73 9.76 9.16
C 12.04 7.66 10.39
C 8.04 12.90 15.99
H 14.86 16.95 16.58
H 6.77 19.62 11.32
H 12.92 6.98 10.44
C 15.27 15.22 15.37
C 10.72 13.47 10.68
H 8.05 15.47 7.40
H 6.20 15.63 12.57
*
```